A molecular structure, C40H41AsIOPPtSi. Source: the OMol25 dataset; level of theory: ωB97M-V/def2-TZVPD.

- Spin multiplicity: 3
- Gap between HOMO and LUMO (alpha / beta): 6.50 / 6.83 eV
- HOMO level (alpha / beta): -6.156 / -8.140 eV

```
87
Properties=species:S:1:pos:R:3:lowdin_spin:R:1
Pt 0.66122 0.14511 0.80773 1.151
C -5.08205 -2.98727 -2.97731 -0.001
C -4.77160 -1.67081 -2.67244 0.000
C -3.65423 -1.38489 -1.89438 0.003
C -2.84702 -2.40940 -1.41360 0.043
C -3.17527 -3.73024 -1.71100 0.006
C -4.28284 -4.01813 -2.49384 0.003
As -1.32544 -1.92245 -0.27413 0.105
C 0.08799 -3.03047 -1.02439 0.000
C 0.08552 -3.41537 -2.36311 0.000
C 1.17127 -4.09736 -2.89931 0.000
C 2.26277 -4.41065 -2.10199 0.001
C 2.27161 -4.02993 -0.76774 0.001
C 1.19528 -3.33453 -0.23440 0.003
C -1.85906 -2.98728 1.27432 0.000
C -2.81641 -2.41935 2.11440 0.000
C -3.28351 -3.10873 3.22418 0.000
C -2.78676 -4.37352 3.51357 -0.001
C -1.83325 -4.94471 2.68409 0.000
C -1.37370 -4.25721 1.56573 0.000
H -5.94780 -3.21353 -3.58726 0.000
H -5.39378 -0.86434 -3.04069 0.000
H -3.41212 -0.35386 -1.66270 0.001
H -2.56223 -4.53766 -1.32755 0.001
H -4.52755 -5.04782 -2.72364 0.000
H -0.75390 -3.17488 -3.00058 0.000
H 1.16258 -4.37678 -3.94641 0.000
H 3.11119 -4.93756 -2.52172 0.000
H 3.12531 -4.26037 -0.14147 0.000
H 1.22465 -3.03641 0.80690 0.002
H -3.20201 -1.42807 1.89921 0.000
H -4.03001 -2.65845 3.86604 0.000
H -3.14335 -4.91009 4.38447 0.000
H -1.44325 -5.93078 2.90368 0.000
H -0.63282 -4.71572 0.92355 0.000
O 0.82633 0.53253 -1.15188 0.115
Si 1.73560 0.36915 -2.47165 0.012
C 0.67330 -0.02443 -3.96107 0.001
C -0.66880 -0.36471 -3.79918 0.001
C -1.46860 -0.70387 -4.88393 0.000
C -0.93006 -0.70182 -6.16314 0.000
C 0.39980 -0.34422 -6.35255 0.000
C 1.18825 -0.00380 -5.26171 0.000
C 2.66406 1.95099 -2.88535 0.000
C 1.93873 3.08374 -3.27557 0.000
C 2.56873 4.29533 -3.51929 0.000
C 3.95015 4.39800 -3.38573 0.000
C 4.69120 3.28590 -3.01468 0.000
C 4.05060 2.07451 -2.76820 0.000
C 3.04521 -0.95538 -2.18826 0.003
C 3.58416 -1.71572 -3.22894 0.001
C 4.63593 -2.59851 -3.01257 0.000
C 5.17610 -2.73932 -1.74109 0.000
C 4.64957 -2.00269 -0.68779 0.000
C 3.59608 -1.12638 -0.91480 -0.002
H -1.08860 -0.35831 -2.80176 0.002
H -2.50619 -0.97397 -4.72501 0.000
H -1.54639 -0.97049 -7.01284 0.000
H 0.81830 -0.32540 -7.35160 0.000
H 2.21928 0.29599 -5.43019 0.000
H 0.85907 3.01614 -3.38550 0.000
H 1.98692 5.15983 -3.81706 0.000
H 4.44539 5.34225 -3.57762 0.000
H 5.76841 3.35865 -2.91825 0.000
H 4.64255 1.21242 -2.47472 0.000
H 3.16827 -1.63079 -4.22806 0.000
H 5.03293 -3.17743 -3.83816 0.000
H 5.99992 -3.42243 -1.57162 0.000
H 5.05211 -2.11800 0.31306 0.000
H 3.18266 -0.57684 -0.07460 -0.002
I 1.77042 -1.20560 3.34832 0.184
C -0.04018 -0.18173 2.68840 0.115
H -0.15748 0.64420 3.38111 0.006
H -0.81749 -0.92442 2.83578 0.015
C 2.03529 3.38370 0.24071 0.020
P 2.11864 2.01707 1.43416 0.144
C 3.90986 1.83394 1.70768 0.033
C 1.56483 2.80459 2.97864 0.014
H 2.45126 4.29662 0.67283 0.005
H 0.99944 3.55444 -0.05244 0.000
H 2.59376 3.12277 -0.66061 0.000
H 4.36070 2.80336 1.93244 0.008
H 4.37428 1.42747 0.80698 0.001
H 4.09068 1.14854 2.53586 0.000
H 1.79732 2.16068 3.82918 0.000
H 0.48728 2.96525 2.94366 0.000
H 2.06357 3.76562 3.11495 0.004
```